The following is a DFT calculation (ωB97M-V/def2-TZVPD) of 7 unconnected molecules or ions with the total composition C36H66BCl2NO24S6.

XYZ file:
```
136
Properties=species:S:1:pos:R:3:forces:R:3
C 0.503 -3.653 1.186 0.18 0.19 -0.20
C 1.328 -2.819 0.568 -0.21 -0.20 0.26
C 1.575 -2.883 -0.896 0.02 0.13 -0.14
C 2.675 -3.579 -1.409 -0.03 0.13 -0.08
Cl 3.759 -4.255 -0.242 0.13 0.01 0.08
C 2.936 -3.727 -2.776 -0.20 -0.06 0.17
C 4.113 -4.519 -3.306 0.12 -0.15 0.23
C 4.235 -5.950 -2.737 -0.08 -0.05 -0.16
C 5.416 -3.710 -3.169 -0.07 0.10 -0.53
C 6.497 -4.175 -4.170 -0.15 -0.13 0.31
C 2.041 -3.089 -3.651 0.02 0.08 0.04
Cl 2.290 -3.220 -5.364 -0.01 0.01 -0.04
C 0.939 -2.376 -3.189 0.09 -0.10 0.14
C 0.711 -2.290 -1.812 0.08 -0.06 -0.09
C -0.497 -1.529 -1.353 0.44 0.10 -0.03
O -0.503 -0.845 -0.359 -0.19 -0.22 -0.15
C -1.657 -1.654 -2.289 -0.21 -0.11 -0.14
O -2.932 -1.680 -1.753 0.09 0.22 -0.05
N -3.220 -3.040 -1.314 0.02 -0.13 -0.09
O -4.333 -3.142 -1.041 -0.06 0.03 0.14
C -1.473 -1.724 -3.606 0.18 0.05 -0.09
B -2.694 -1.871 -4.634 -0.11 0.02 0.11
O -3.062 -3.142 -4.986 0.11 0.18 0.00
O -3.416 -0.827 -5.092 0.27 -0.28 -0.45
C -2.748 0.324 -5.639 -0.43 0.43 0.29
C -2.174 0.065 -7.009 0.12 0.18 -0.15
C -0.051 -1.683 -4.082 0.03 0.02 0.15
O 0.253 -1.109 -5.098 -0.06 -0.09 -0.07
H -0.028 -4.420 0.632 -0.05 -0.02 0.10
H 0.353 -3.577 2.255 -0.05 -0.09 -0.02
H 1.850 -2.068 1.150 0.08 0.03 -0.15
H 3.947 -4.640 -4.372 -0.07 0.13 0.00
H 4.369 -6.657 -3.556 0.11 -0.01 0.04
H 5.077 -6.046 -2.054 -0.01 -0.01 0.01
H 3.337 -6.262 -2.204 -0.01 0.02 0.02
H 5.170 -2.670 -3.395 0.07 0.05 0.15
H 5.788 -3.751 -2.147 -0.07 0.03 0.04
H 6.810 -3.344 -4.799 0.12 -0.08 -0.04
H 6.118 -4.968 -4.817 0.00 0.05 -0.06
H 7.368 -4.581 -3.657 0.08 0.06 -0.05
H -2.425 -3.795 -4.681 -0.18 -0.12 0.11
H -2.007 0.700 -4.930 0.17 -0.13 -0.06
H -3.510 1.099 -5.725 -0.03 -0.04 0.12
H -1.420 -0.721 -7.017 -0.04 -0.04 0.08
H -1.695 0.986 -7.350 0.03 -0.03 0.00
H -2.961 -0.169 -7.725 -0.03 -0.13 0.06
C -4.724 5.244 -5.141 0.12 -0.14 0.01
C -3.879 6.267 -5.869 -0.42 0.03 -0.10
O -2.484 6.222 -5.479 0.08 0.02 0.01
S -1.597 5.045 -6.066 0.03 0.18 0.16
C -0.027 5.706 -5.632 0.03 0.04 0.00
O -1.739 5.018 -7.490 -0.05 -0.11 -0.03
O -1.831 3.855 -5.307 0.02 -0.15 -0.09
H -4.464 4.230 -5.440 0.00 0.01 -0.02
H -5.779 5.407 -5.362 0.00 0.05 0.00
H -4.571 5.316 -4.064 -0.01 0.03 0.00
H -3.954 6.152 -6.951 0.12 -0.04 0.00
H -4.196 7.279 -5.624 0.12 0.02 0.06
H 0.131 6.627 -6.186 -0.01 0.00 -0.01
H 0.715 4.959 -5.908 -0.02 -0.02 -0.01
H -0.007 5.882 -4.560 -0.01 -0.02 0.01
C -3.033 -0.448 1.433 -0.14 0.14 0.31
C -4.519 -0.643 1.233 0.23 -0.14 -0.36
O -5.305 -0.212 2.378 -0.03 0.04 0.08
S -5.540 1.340 2.568 -0.02 -0.21 0.08
C -6.815 1.228 3.774 -0.04 0.00 0.02
O -6.061 1.892 1.355 0.05 0.09 -0.05
O -4.380 1.931 3.168 -0.10 0.01 -0.10
H -2.774 0.609 1.469 0.01 0.00 -0.04
H -2.474 -0.899 0.618 -0.13 0.04 0.07
H -2.713 -0.899 2.374 0.00 -0.04 -0.03
H -4.878 -0.129 0.341 -0.05 0.07 0.07
H -4.765 -1.697 1.124 -0.09 0.02 0.13
H -7.682 0.753 3.324 0.00 -0.01 0.00
H -7.050 2.245 4.081 0.02 0.01 -0.02
H -6.446 0.653 4.620 0.01 0.00 0.00
C -2.895 2.933 5.718 0.26 0.22 0.30
C -3.448 1.748 6.472 -0.34 0.07 -0.34
O -2.527 1.216 7.458 0.08 -0.01 0.04
S -2.386 2.000 8.828 0.03 -0.16 -0.10
C -1.540 0.742 9.719 0.01 -0.05 0.02
O -3.692 2.197 9.384 -0.02 0.09 0.03
O -1.515 3.122 8.658 -0.02 0.06 0.06
H -2.774 3.801 6.365 -0.01 -0.05 0.05
H -3.571 3.193 4.910 -0.03 -0.05 -0.07
H -1.919 2.695 5.297 -0.04 -0.03 -0.07
H -4.393 1.985 6.964 0.06 0.00 0.10
H -3.627 0.918 5.790 0.10 -0.07 0.06
H -2.196 -0.118 9.820 -0.01 0.00 -0.01
H -1.297 1.156 10.695 -0.01 0.03 -0.01
H -0.632 0.485 9.179 0.01 0.02 -0.01
C -11.312 5.150 -4.060 0.17 -0.01 -0.07
C -10.899 6.015 -2.889 -0.37 0.05 -0.08
O -9.514 5.824 -2.516 0.06 -0.04 0.00
S -8.409 6.517 -3.418 0.01 -0.11 0.31
C -7.057 6.314 -2.313 0.01 -0.02 0.05
O -8.724 7.907 -3.548 -0.02 0.03 -0.17
O -8.187 5.725 -4.590 0.03 0.11 -0.11
H -10.813 5.456 -4.978 -0.01 0.02 0.01
H -12.389 5.230 -4.210 -0.01 0.01 0.04
H -11.058 4.107 -3.874 -0.05 -0.01 0.03
H -11.072 7.074 -3.086 0.10 0.01 -0.01
H -11.459 5.749 -1.995 0.11 -0.03 0.06
H -7.253 6.890 -1.413 -0.01 0.00 0.00
H -6.174 6.689 -2.824 -0.01 0.02 -0.02
H -6.945 5.256 -2.087 0.00 -0.01 -0.02
C 6.219 -2.814 5.916 -0.22 -0.08 -0.05
C 7.046 -3.842 5.176 0.26 0.37 0.09
O 6.349 -5.101 4.984 -0.08 -0.05 0.02
S 5.269 -5.163 3.827 0.14 -0.21 0.12
C 5.078 -6.911 3.790 0.00 -0.05 0.01
O 5.879 -4.722 2.607 -0.09 0.12 -0.08
O 4.047 -4.566 4.269 -0.03 0.07 -0.11
H 5.369 -2.484 5.320 0.02 0.00 -0.01
H 6.844 -1.952 6.142 0.06 -0.03 0.00
H 5.832 -3.233 6.845 0.05 0.01 0.03
H 7.377 -3.467 4.208 -0.08 -0.05 -0.04
H 7.932 -4.102 5.750 -0.04 -0.13 0.00
H 6.017 -7.360 3.480 0.01 0.01 0.00
H 4.293 -7.126 3.068 -0.01 0.03 -0.01
H 4.786 -7.251 4.780 -0.01 0.01 0.00
C 11.063 1.520 3.959 0.09 -0.15 0.07
C 9.920 0.684 3.425 -0.12 0.38 0.06
O 10.312 -0.682 3.143 0.05 -0.08 -0.02
S 10.463 -1.671 4.373 0.00 0.04 -0.22
C 10.513 -3.168 3.452 -0.04 -0.03 -0.02
O 9.262 -1.614 5.155 0.01 -0.02 0.10
O 11.725 -1.463 5.010 -0.01 -0.03 0.09
H 11.370 1.190 4.950 -0.02 0.00 0.00
H 10.752 2.563 4.023 -0.03 0.00 -0.03
H 11.929 1.449 3.301 -0.02 0.04 -0.04
H 9.070 0.677 4.108 0.03 -0.10 0.03
H 9.573 1.068 2.468 0.03 -0.12 -0.06
H 9.561 -3.305 2.945 0.00 0.01 -0.01
H 10.687 -3.971 4.166 0.01 0.02 0.03
H 11.332 -3.110 2.741 0.02 0.01 0.01
```
Positions in Å, forces in eV/Å.

For the total energy, the calculation gives -6606.12167 hartree. Its SMILES is C=Cc1c(Cl)c([C@H](C)CC)c(Cl)c2c1C(=O)C(ON=O)=C(B(O)OCC)C2=O.CCOS(C)(=O)=O.CCOS(C)(=O)=O.CCOS(C)(=O)=O.CCOS(C)(=O)=O.CCOS(C)(=O)=O.CCOS(C)(=O)=O. The calculation puts the LUMO energy at -1.203 eV. The value obtained for the HOMO-LUMO gap is 8.3606 eV. As for the largest force on an atom: 0.68 eV Å⁻¹.


The following is a DFT calculation (ωB97M-V/def2-TZVPD) of 2 unconnected molecules or ions with the total composition C35H45Cl2N4O6S in a non-equilibrium geometry.

XYZ file:
```
93
Properties=species:S:1:pos:R:3:forces:R:3
C 5.380 -3.022 -1.121 0.06 0.41 0.39
C 5.704 -2.218 -2.345 -0.19 0.02 0.58
O 6.688 -2.460 -2.996 0.60 -0.03 -0.47
N 4.889 -1.123 -2.654 -0.83 -1.76 -0.63
C 4.890 -0.703 -4.030 0.46 0.46 0.02
C 5.210 -1.669 -5.128 -0.12 -0.85 0.22
O 4.627 0.436 -4.268 -0.39 0.90 -0.07
C 3.666 -0.957 -1.897 0.10 0.96 0.76
C 3.793 -0.230 -0.705 0.04 -0.14 -0.02
C 5.122 0.358 -0.284 -0.47 0.17 0.24
C 5.230 1.852 -0.666 0.00 -0.34 -0.45
C 6.360 2.154 -1.656 0.08 0.57 0.08
C 7.534 2.860 -1.006 0.20 -0.91 0.29
O 7.158 4.131 -0.454 -0.19 -0.05 0.14
C 7.075 5.127 -1.326 -0.15 0.38 -0.08
O 7.492 5.119 -2.443 0.26 -0.16 -0.66
C 2.680 -0.043 0.113 -0.23 0.15 0.17
C 1.420 -0.542 -0.229 0.41 -0.41 -0.66
C 1.289 -1.263 -1.434 -0.06 0.16 0.34
C -0.059 -1.826 -1.844 0.67 0.32 -0.27
C -0.748 -1.030 -2.935 -0.35 -0.26 -0.06
N -1.660 -1.507 -3.669 0.06 0.05 0.00
C 2.410 -1.461 -2.257 -0.03 -0.16 0.01
C 2.199 -2.182 -3.540 0.17 0.24 0.10
Cl 1.900 -1.141 -4.910 -0.05 -0.01 -0.04
C 2.145 -3.493 -3.749 0.03 0.25 -0.17
C 1.883 -4.112 -5.081 -0.32 0.03 0.13
Cl 2.326 -4.570 -2.411 0.04 -0.16 0.18
N 0.331 -0.343 0.632 0.02 0.61 -0.34
C 0.179 0.975 1.141 -0.23 0.58 0.41
C -1.070 1.594 1.117 0.56 -0.74 -0.16
C -1.227 2.865 1.637 0.11 0.32 0.13
O -2.438 3.467 1.618 0.06 -0.24 0.17
C -0.127 3.550 2.162 0.22 -0.34 -0.14
C 1.125 2.942 2.168 -0.67 0.13 -0.24
C 1.272 1.660 1.660 0.17 -0.47 -0.15
S 2.831 0.818 1.660 0.08 0.01 0.05
H 6.111 -3.812 -1.032 0.01 -0.27 -0.14
H 5.488 -2.387 -0.241 -0.07 0.07 0.08
H 4.362 -3.386 -1.114 -0.15 -0.17 -0.04
H 6.278 -1.812 -5.229 0.15 0.16 -0.09
H 4.759 -1.338 -6.052 -0.01 0.34 -0.09
H 4.803 -2.650 -4.881 0.02 -0.12 -0.01
H 5.203 0.261 0.796 0.12 -0.11 0.11
H 5.924 -0.220 -0.722 0.26 0.05 -0.06
H 5.334 2.460 0.226 0.05 0.10 0.15
H 4.289 2.145 -1.123 -0.16 0.09 0.02
H 5.993 2.781 -2.465 -0.02 -0.02 -0.19
H 6.760 1.250 -2.109 -0.10 -0.17 -0.13
H 8.381 2.934 -1.679 0.02 0.38 -0.17
H 7.859 2.263 -0.157 0.06 0.14 0.23
H 6.552 5.995 -0.921 -0.01 0.04 0.46
H 0.094 -2.821 -2.246 -0.08 -0.26 0.08
H -0.724 -1.936 -0.996 -0.15 -0.06 0.12
H -0.445 -0.003 -3.112 0.10 0.17 0.12
H -1.831 -2.478 -3.396 -0.14 -0.03 -0.10
H 1.717 -5.177 -4.986 0.20 -0.17 -0.06
H 2.693 -3.885 -5.768 0.14 -0.16 -0.12
H 0.981 -3.673 -5.500 -0.11 0.06 -0.11
H -0.539 -0.591 0.190 -0.08 -0.29 0.14
H -1.907 1.051 0.696 -0.27 0.08 0.10
H -3.101 2.756 1.598 -0.45 0.06 0.09
H -0.256 4.546 2.550 -0.08 0.12 0.09
H 1.972 3.475 2.571 0.18 0.01 0.01
C -5.598 -1.991 4.029 -0.05 -0.32 0.02
C -6.202 -1.118 2.911 -0.22 -0.17 0.28
C -7.732 -1.236 2.958 -0.28 0.04 -0.04
C -8.397 -0.514 4.133 0.00 0.04 -0.01
C -7.594 0.707 4.607 -0.11 -0.17 0.15
C -6.645 1.289 3.552 -0.34 -0.04 0.03
N -5.730 0.253 3.132 0.70 0.02 0.21
O -4.812 0.700 2.171 0.24 0.34 -0.39
C -5.828 2.384 4.239 0.03 0.30 0.06
C -7.455 1.943 2.416 -0.16 0.18 -0.13
C -5.753 -1.696 1.575 0.10 -0.06 -0.24
H -4.509 -1.938 3.989 0.00 0.11 -0.03
H -5.893 -3.046 3.929 0.01 0.05 -0.03
H -5.914 -1.646 5.014 -0.02 0.07 -0.01
H -8.142 -0.837 2.026 0.13 0.01 -0.03
H -8.017 -2.295 2.968 0.07 -0.01 0.01
H -9.401 -0.203 3.831 0.00 -0.02 -0.01
H -8.540 -1.203 4.971 0.04 0.01 0.01
H -8.285 1.482 4.956 0.06 0.08 -0.08
H -6.998 0.428 5.482 0.12 -0.01 -0.08
H -5.193 1.949 5.012 0.01 -0.07 -0.04
H -6.490 3.121 4.709 -0.04 -0.02 -0.03
H -5.191 2.905 3.525 0.02 -0.11 -0.04
H -8.104 2.734 2.809 0.02 -0.02 0.03
H -8.090 1.228 1.890 0.03 -0.01 0.02
H -6.783 2.394 1.685 0.11 -0.14 0.02
H -6.103 -2.731 1.489 -0.09 0.00 0.07
H -4.668 -1.698 1.488 -0.02 0.14 0.02
H -6.160 -1.126 0.739 0.08 0.08 0.04
```
Positions in Å, forces in eV/Å.

For the total energy, the calculation gives -3349.71557 hartree. Its charge is -1. The calculation puts the LUMO energy at 1.827 eV. The value obtained for the HOMO-LUMO gap is 3.6675 eV. As for the largest force on an atom: 2.05 eV Å⁻¹.


The following is a DFT calculation (ωB97M-V/def2-TZVPD) of a single C11H22N2O3 molecule in a non-equilibrium geometry.

XYZ file:
```
38
Properties=species:S:1:pos:R:3:forces:R:3
C -2.285 2.711 0.054 -0.37 0.51 -0.17
C -2.030 1.237 -0.268 0.29 0.31 -0.18
C -3.014 0.709 -1.310 -0.28 -0.24 0.21
C -2.003 0.419 1.012 -0.38 -0.21 -0.32
C -1.596 -1.050 0.864 -0.45 -0.67 -0.27
N -0.316 -1.251 0.235 0.39 -0.14 -0.06
C 0.830 -0.950 0.895 -0.74 0.60 0.63
O 0.789 -0.425 2.012 0.49 -0.46 -0.76
C 2.126 -1.243 0.131 -0.05 0.59 0.26
N 1.826 -1.600 -1.241 -0.16 0.31 -0.34
C 3.128 -0.080 0.361 -0.24 0.11 0.62
C 4.502 -0.440 -0.165 0.60 -0.15 0.81
C 2.629 1.267 -0.177 -0.28 -0.08 0.40
C -2.599 -1.930 0.109 0.81 -0.40 -0.76
O -2.304 -2.642 -0.819 -0.06 0.30 0.41
O -3.847 -1.898 0.560 -0.44 0.65 1.01
H -1.527 3.142 0.722 -0.15 -0.24 -0.07
H -2.335 3.375 -0.838 0.16 -0.64 0.34
H -3.263 2.812 0.539 0.10 0.04 0.08
H -1.019 1.174 -0.676 0.08 -0.06 -0.21
H -3.047 1.411 -2.145 0.00 -0.19 -0.13
H -2.721 -0.298 -1.677 -0.31 0.72 0.09
H -4.042 0.663 -0.885 0.57 -0.08 -0.26
H -2.974 0.485 1.532 0.16 0.03 -0.07
H -1.258 0.808 1.675 0.31 0.49 0.52
H -1.602 -1.445 1.888 0.31 -0.12 0.03
H -0.251 -1.852 -0.588 -0.16 0.32 0.27
H 2.553 -2.122 0.605 0.09 -0.23 0.15
H 1.686 -0.772 -1.816 -0.07 -0.11 0.12
H 2.581 -2.110 -1.660 0.30 -0.27 -0.10
H 3.184 -0.003 1.460 0.05 0.06 -0.34
H 5.238 0.337 0.148 -0.43 -0.56 -0.45
H 4.513 -0.572 -1.243 0.09 0.18 -0.23
H 4.820 -1.401 0.286 0.01 0.41 -0.22
H 2.445 1.180 -1.256 -0.02 0.31 0.14
H 3.354 2.087 0.006 -0.32 -0.57 -0.18
H 1.693 1.534 0.357 0.39 -0.03 -0.47
H -3.865 -1.270 1.314 -0.30 -0.49 -0.53
```
Positions in Å, forces in eV/Å.

For the total energy, the calculation gives -767.62249 hartree. For the energy relative to the best compared isomer or geometry (same formula, charge and spin), the calculation gives 0.480 eV. Its SMILES is CC(C)C[C@H](NC(=O)[C@@H](N)C(C)C)C(=O)O. The calculation puts the LUMO energy at 0.657 eV. The value obtained for the HOMO-LUMO gap is 10.1047 eV. As for the largest force on an atom: 1.28 eV Å⁻¹.


The following is a DFT calculation (ωB97M-V/def2-TZVPD) of a single C4H9NO2 molecule in a non-equilibrium geometry.

XYZ file:
```
16
Properties=species:S:1:pos:R:3:forces:R:3
C 1.043 1.830 -0.539 0.18 -0.07 0.10
C 0.028 0.777 -0.934 0.35 -0.59 0.86
O 0.183 0.187 -2.184 0.57 -0.30 -0.04
C 0.210 -0.458 0.340 -0.43 0.88 -0.43
C -1.191 -0.360 0.831 -0.47 0.46 0.18
N -1.986 -1.476 0.843 -0.12 0.03 0.22
O -1.680 0.744 1.006 -0.38 -0.22 0.72
H 2.032 1.369 -0.526 0.18 0.23 0.06
H 0.768 2.139 0.473 0.21 0.07 -0.05
H 1.058 2.731 -1.166 -0.15 -0.38 -0.12
H -0.955 1.297 -0.994 0.51 -1.10 0.68
H 0.902 -0.427 -2.026 0.29 -0.26 -0.71
H 0.526 -1.536 0.228 -0.34 1.15 -1.08
H 0.926 -0.074 1.085 -0.49 0.25 -0.32
H -2.937 -1.235 1.086 0.01 -0.25 0.16
H -1.643 -2.361 1.185 0.07 0.08 -0.23
```
Positions in Å, forces in eV/Å.

For the total energy, the calculation gives -363.01500 hartree. For the energy relative to the best compared isomer or geometry (same formula, charge and spin), the calculation gives 1.919 eV. Its SMILES is C[C@@H](O)CC(N)=O. The calculation puts the LUMO energy at 0.832 eV. The value obtained for the HOMO-LUMO gap is 10.5728 eV. As for the largest force on an atom: 1.61 eV Å⁻¹.